{"formula": "C3H11N2O", "method": "wB97M-V/def2-TZVPD", "elements": ["C", "C", "C", "N", "N", "O", "H", "H", "H", "H", "H", "H", "H", "H", "H", "H", "H"], "coordinates": [[0.19810, 0.20225, -1.54476], [0.24739, -1.62897, 0.27638], [0.43041, 0.74938, 0.94732], [-1.56178, -0.17294, -0.03374], [-0.11365, -0.23584, -0.05728], [0.03079, 1.98119, 0.69958], [-0.66601, 0.00821, -2.23200], [0.39762, 1.28057, -1.48864], [1.18392, -0.31640, -1.80763], [1.28984, -1.62626, -0.14058], [0.15826, -1.88847, 1.38802], [-0.38300, -2.28966, -0.33323], [0.21510, 0.31312, 1.91457], [1.57084, 0.59269, 1.01947], [-1.88155, -0.53550, 0.76946], [-1.81503, 0.88793, 0.00677], [0.69875, 2.67869, 0.61629]], "mulliken_charge": [-0.57, -0.80, -0.35, -0.76, 0.34, -0.49, 0.27, 0.33, 0.27, 0.34, 0.32, 0.38, 0.37, 0.37, 0.28, 0.31, 0.38], "lumo_ev": -3.08, "total_charge": 1, "relative_energy_kj_mol": 338.32, "homo_lumo_gap_ev": 12.369}